1.
ORCA calculation (ωB97M-V with the def2-TZVPD basis set) on a structure of composition C36H34AsN4O9Rb.

Structure (XYZ):
```
85
Properties=species:S:1:pos:R:3:mulliken_charge:R:1
Rb -0.630 1.019 1.405 1.0335
O -2.686 -0.984 2.709 -0.4572
C -3.666 -0.681 3.679 -0.6513
C -3.685 0.803 4.020 -0.7034
N -3.793 1.617 2.824 0.7624
C -5.033 1.447 2.103 -1.1567
C -4.946 0.600 0.809 0.4800
O -6.010 0.544 0.140 -0.9186
O -3.834 0.092 0.525 -0.5609
C -3.313 2.990 2.983 -0.1195
C -1.769 3.024 3.029 -0.0392
O -1.213 2.571 4.059 -0.7108
O -1.199 3.453 1.985 -0.7316
H -3.007 -0.544 1.883 0.2435
H -3.439 -1.249 4.584 0.4437
H -4.655 -1.008 3.330 0.2643
H -2.755 1.068 4.514 0.4063
H -4.519 0.997 4.724 0.2677
H -5.438 2.418 1.808 0.5047
H -5.799 0.981 2.732 0.2484
H -3.721 3.469 3.891 0.2625
H -3.615 3.565 2.110 0.1752
O 1.699 -0.566 2.342 -0.3898
C 2.781 -0.072 2.578 -0.5885
C 3.580 0.759 1.678 1.2178
C 4.885 0.998 2.054 -0.3084
C 5.759 1.678 1.223 -0.5569
C 5.311 2.155 -0.032 -0.3988
C 4.025 1.957 -0.422 -0.5557
C 3.065 1.252 0.408 -0.3393
O 1.888 1.069 0.035 -0.3092
N 7.119 1.881 1.629 1.0179
O 7.483 1.467 2.725 -0.6832
O 7.887 2.449 0.857 -0.6918
H 3.273 -0.273 3.556 0.1676
H 5.247 0.627 3.007 0.4321
H 6.016 2.676 -0.665 0.4731
H 3.664 2.313 -1.381 0.4979
N -5.343 3.152 -1.184 -0.6417
C -4.005 2.998 -1.524 0.8015
C -3.582 1.948 -2.346 -0.6483
C -2.244 1.852 -2.666 -0.0580
N -1.293 2.698 -2.241 -0.3112
C -1.709 3.676 -1.433 -0.5398
C -3.025 3.868 -1.060 -0.2997
H -5.801 2.269 -0.951 0.2991
H -5.474 3.805 -0.426 0.3107
H -4.293 1.203 -2.682 0.3218
H -1.898 1.028 -3.286 0.2877
H -0.943 4.328 -1.027 0.2860
H -3.276 4.660 -0.362 0.2230
C 4.496 -3.550 1.028 -0.5657
C 4.667 -2.474 0.170 -0.7305
C 3.561 -1.859 -0.411 -0.1023
C 2.268 -2.306 -0.149 0.3847
C 2.111 -3.376 0.732 -0.4055
C 3.209 -3.998 1.308 -0.6331
As 0.672 -1.346 -0.818 1.2555
C 1.399 -0.767 -2.548 0.0022
C 2.178 -1.581 -3.373 0.0388
C 2.649 -1.114 -4.593 -0.7962
C 2.339 0.178 -5.009 -0.4840
C 1.562 0.993 -4.198 -0.7679
C 1.101 0.526 -2.971 -1.1499
C -0.301 -2.971 -1.436 0.5885
C -1.086 -3.594 -0.461 -0.6641
C -1.832 -4.729 -0.748 -0.7869
C -1.832 -5.253 -2.035 -0.3947
C -1.098 -4.616 -3.028 -0.6420
C -0.345 -3.483 -2.732 -0.6361
H 5.354 -4.023 1.493 0.3535
H 5.660 -2.090 -0.035 0.4017
H 3.720 -1.005 -1.055 0.3614
H 1.119 -3.726 0.988 0.2529
H 3.058 -4.826 1.992 0.3821
H 2.430 -2.584 -3.055 0.5824
H 3.261 -1.756 -5.216 0.3730
H 2.706 0.545 -5.961 0.3648
H 1.315 2.004 -4.504 0.4660
H 0.523 1.192 -2.342 0.8885
H -1.151 -3.158 0.532 0.5153
H -2.436 -5.187 0.026 0.3942
H -2.419 -6.134 -2.267 0.3496
H -1.120 -4.993 -4.044 0.3827
H 0.196 -2.993 -3.529 0.3624
```

As for the gap between HOMO and LUMO: 6.844 eV. The total energy comes out at -4548.37286 Ha. For the energy above the lowest of the compared OMol25 structures with the same formula, charge and spin, the calculation gives 56.6 kJ/mol. The value obtained for the LUMO energy is 3.94 eV. The HOMO energy comes out at -2.9058 eV. Its net charge is -2.

=====

2.
ORCA calculation (ωB97M-V with the def2-TZVPD basis set) on a structure of composition C2H2AuFO.

Structure (XYZ):
```
7
Properties=species:S:1:pos:R:3:lowdin_spin:R:1
H -0.162 -1.159 0.920 0.0476
C -0.343 -0.620 -0.014 0.6372
C -1.520 0.160 -0.044 0.1013
O -2.047 1.177 -0.026 0.2550
Au 2.885 0.919 0.041 1.1862
F 1.259 0.619 0.085 0.7196
H -0.073 -1.096 -0.961 0.0532
```

The spin multiplicity is 4. As for the gap between HOMO and LUMO (spin up / spin down): 6.867 / 5.005 eV. The total energy comes out at -386.27051 Ha. The value obtained for the LUMO energy (spin up / spin down) is -19.24 / -24.29 eV. The HOMO energy (spin up / spin down) comes out at -26.1049 / -29.2913 eV. Its net charge is +3.

=====

3.
ORCA calculation (ωB97M-V with the def2-TZVPD basis set) on the molecule C2H5OP.

Structure (XYZ):
```
9
Properties=species:S:1:pos:R:3:nbo_charge:R:1
P -1.225 -1.075 -0.949 0.2118
C -0.511 0.671 -0.183 -0.1173
C 0.661 0.632 0.684 -0.1192
O -0.632 0.771 1.195 -0.4865
H -1.244 -1.675 0.312 -0.0150
H 0.051 -1.570 -1.216 -0.0278
H -0.763 1.552 -0.762 0.1915
H 1.148 -0.320 0.874 0.1807
H 1.296 1.506 0.778 0.1819
```

As for the gap between HOMO and LUMO: 10.648 eV. The total energy comes out at -495.70852 Ha. For the energy above the lowest of the compared OMol25 structures with the same formula, charge and spin, the calculation gives 189.1 kJ/mol. The value obtained for the LUMO energy is 1.11 eV. The HOMO energy comes out at -9.5366 eV. Its net charge is 0.

=====

4.
ORCA calculation (ωB97M-V with the def2-TZVPD basis set) on a structure of composition C36H40HgO3P2S.

Structure (XYZ):
```
83
Properties=species:S:1:pos:R:3:mulliken_charge:R:1
Hg -0.362 -3.205 -2.266 0.3167
C 0.527 -3.334 -0.360 0.0074
C 1.249 -2.109 -0.305 -0.4842
C 1.670 -1.178 -1.355 -0.3609
C 2.381 -1.942 -2.516 -0.9644
C 1.425 -2.876 -3.221 -0.5336
C 1.298 -4.274 -2.882 -0.6433
C 2.050 -4.907 -1.714 -0.7528
C 1.474 -4.540 -0.308 -0.8950
C -2.325 -2.800 -1.638 -1.2779
H -0.278 -3.426 0.401 0.7201
H 1.985 -2.104 0.545 0.5602
H 2.376 -0.452 -0.927 0.5006
H 0.832 -0.575 -1.734 -0.3804
H 2.759 -1.202 -3.237 0.4955
H 3.249 -2.478 -2.110 0.3757
H 1.226 -2.608 -4.272 0.7779
H 1.096 -4.957 -3.707 0.5418
H 3.122 -4.666 -1.739 0.3272
H 1.969 -6.001 -1.824 0.3697
H 0.949 -5.413 0.101 0.3869
H 2.326 -4.348 0.366 0.2748
H -2.573 -3.566 -0.897 0.4612
H -2.977 -2.852 -2.510 0.3601
H -2.344 -1.804 -1.193 0.2176
P 1.024 -0.482 1.692 0.7788
P -1.587 2.026 -0.864 1.5115
C -0.324 0.365 0.890 -0.4123
C -0.177 1.454 0.079 -0.5926
C 2.201 0.700 2.363 0.7773
C 3.554 0.673 1.953 -0.3393
C 4.454 1.578 2.508 -0.6058
C 4.023 2.501 3.465 -0.4690
C 2.683 2.537 3.861 -0.6504
C 1.766 1.652 3.301 -0.0898
C 0.370 -1.562 2.999 0.7854
C -1.000 -1.882 3.061 -0.2435
C -1.448 -2.811 4.007 -0.8928
C -0.553 -3.407 4.890 -0.4504
C 0.811 -3.100 4.829 -0.6099
C 1.280 -2.185 3.881 -0.8613
C -1.184 3.699 -1.439 0.2498
C -0.576 4.598 -0.554 -0.3367
C -0.267 5.893 -0.986 -0.6706
C -0.590 6.299 -2.285 -0.4487
C -1.225 5.408 -3.158 -0.6632
C -1.519 4.109 -2.739 -0.4990
C -1.739 1.026 -2.372 0.7000
C -3.006 0.576 -2.765 -0.7473
C -3.149 -0.168 -3.937 -0.7045
C -2.024 -0.500 -4.699 -0.5127
C -0.759 -0.068 -4.300 -0.6498
C -0.615 0.716 -3.153 -0.4717
H -1.288 -0.156 0.917 -0.1385
H 0.753 2.018 0.003 0.6017
H 3.871 -0.063 1.205 0.2718
H 5.500 1.561 2.190 0.3818
H 4.733 3.195 3.901 0.3900
H 2.343 3.256 4.606 0.4339
H 0.707 1.688 3.575 0.2040
H -1.708 -1.398 2.400 0.3034
H -2.511 -3.054 4.040 0.4298
H -0.913 -4.119 5.633 0.3781
H 1.516 -3.567 5.514 0.3985
H 2.343 -1.948 3.814 0.4098
H -0.348 4.287 0.467 0.3977
H 0.222 6.584 -0.301 0.4135
H -0.351 7.309 -2.617 0.3587
H -1.493 5.718 -4.167 0.3858
H -2.001 3.407 -3.422 0.3490
H -3.871 0.814 -2.143 0.4309
H -4.142 -0.499 -4.243 0.3983
H -2.137 -1.102 -5.602 0.3724
H 0.126 -0.321 -4.888 0.5124
H 0.367 1.097 -2.866 0.5267
C -3.872 3.445 3.054 -1.1336
S -2.441 2.487 2.506 0.8526
O -2.859 1.954 -0.070 -0.7119
O -1.238 3.327 2.623 -0.7088
O -2.446 1.191 3.183 -0.6159
H -3.953 4.328 2.409 0.2747
H -3.675 3.723 4.098 0.2634
H -4.756 2.805 2.961 0.2876
```

As for the gap between HOMO and LUMO (spin up / spin down): 2.540 / 2.536 eV. The total energy comes out at -2855.46638 Ha. For the energy above the lowest of the compared OMol25 structures with the same formula, charge and spin, the calculation gives 383.4 kJ/mol. The value obtained for the LUMO energy (spin up / spin down) is -1.43 / -1.43 eV. The HOMO energy (spin up / spin down) comes out at -3.9713 / -3.9677 eV. Its net charge is 0.

=====

Max |F| (computed, eV/A): 0.84 11.72 2.81 5.91